[1]
{
  "formula": "H3N2OS",
  "method": "wB97M-V/def2-TZVPD",
  "symbols": ["H", "N", "H", "H", "S", "N", "O"],
  "coordinates": [[-7.20723, -1.54891, 0.59102], [2.88817, 0.04516, 0.83049], [4.05556, 1.08221, -0.37987], [1.95822, -0.45687, 0.61316], [-7.35553, -0.14811, 0.39652], [3.23337, 0.52438, -0.50699], [2.42743, 0.50214, -1.54433]],
  "forces_ev_per_a": [[-0.17, 1.71, -0.24], [-1.10, 0.05, -3.12], [0.29, 0.75, -0.81], [1.62, 0.89, 0.39], [0.17, -1.71, 0.24], [-1.51, -2.16, 3.22], [0.69, 0.47, 0.32]],
  "mulliken_spin": [-0.0244, 0.3404, -0.0122, 0.0062, 1.0243, 0.4673, 0.1983],
  "spin_multiplicity": 3,
  "relative_energy_kj_mol": 86.4,
  "charge": -1,
  "gap_ev": [3.03, 1.01],
  "homo_ha": [-0.0229, -0.0772]
}

=====

[2]
{
  "formula": "H3N2P",
  "method": "wB97M-V/def2-TZVPD",
  "symbols": ["N", "H", "H", "H", "N", "P"],
  "coordinates": [[-0.78182, -0.78056, 0.21921], [1.67350, 0.18775, 0.06668], [0.11245, 0.57038, -1.63178], [-0.20968, -1.18341, 1.09809], [-1.03085, 0.74834, 0.51904], [0.23640, 0.45751, -0.27124]],
  "forces_ev_per_a": [[1.97, -0.88, 2.23], [-1.48, 0.57, -0.19], [0.63, 0.31, -0.73], [-1.78, 0.75, -1.90], [-2.70, 0.92, 2.66], [3.36, -1.67, -2.07]],
  "mulliken_charge": [-0.3278, 0.1079, 0.0950, 0.2403, -0.3911, 0.2757],
  "smiles": "N1=[PH2]N1",
  "relative_energy_kj_mol": 427.3,
  "gap_ev": 8.87,
  "homo_ha": -0.3292
}

=====

[3]
{
  "formula": "H3N2PS",
  "method": "wB97M-V/def2-TZVPD",
  "symbols": ["S", "H", "H", "H", "P", "N", "N"],
  "coordinates": [[0.02459, 1.75635, 1.96391], [0.57279, -1.39552, -1.82913], [-1.20829, -0.99840, -1.39335], [1.35895, 1.49138, 1.92423], [-0.84435, 0.09937, 0.97731], [-0.15159, -0.82872, -1.36205], [0.24791, -0.12447, -0.28091]],
  "forces_ev_per_a": [[0.33, 0.00, 0.32], [-1.04, 0.49, 0.41], [2.27, -0.48, -0.45], [-0.51, -0.19, -0.15], [1.63, -0.01, -2.05], [-1.53, 0.16, 0.88], [-1.15, 0.03, 1.03]],
  "mulliken_charge": [-0.3000, 0.2398, 0.2490, 0.1743, 0.1364, -0.3761, -0.1235],
  "smiles": "N/N=P/S",
  "relative_energy_kj_mol": 9.8,
  "gap_ev": [7.83, 7.83],
  "homo_ha": [-0.2953, -0.2952]
}

=====

[4]
{
  "formula": "H3N3",
  "method": "wB97M-V/def2-TZVPD",
  "symbols": ["N", "H", "N", "H", "N", "H"],
  "coordinates": [[1.12986, 0.06357, -0.23389], [1.26401, 0.01151, -1.17909], [-1.92825, 0.09287, 1.01045], [0.15027, -0.31119, -0.15445], [-1.79934, -0.87632, 0.49836], [1.18347, 1.01956, 0.05862]],
  "forces_ev_per_a": [[-1.96, -1.38, 2.37], [0.96, 0.10, -2.99], [0.10, -1.93, -0.94], [1.68, 0.93, 0.34], [-0.50, 1.87, 1.10], [-0.27, 0.41, 0.12]],
  "mulliken_charge": [-0.6223, 0.2244, 0.0584, 0.2004, -0.0898, 0.2288],
  "smiles": "N#N.N",
  "relative_energy_kj_mol": 27.8,
  "gap_ev": 11.51,
  "homo_ha": -0.3721
}

=====

[5]
{
  "formula": "H3N3O",
  "method": "wB97M-V/def2-TZVPD",
  "symbols": ["O", "H", "H", "H", "N", "N", "N"],
  "coordinates": [[0.62892, 0.15249, -0.09511], [1.14600, -0.21574, 0.61859], [-0.94938, -1.24876, 0.19459], [0.47442, 1.00589, 0.12010], [-2.18538, 0.12984, -0.01822], [-1.96095, -0.99598, 0.27725], [-2.55784, 1.15484, -0.27488]],
  "forces_ev_per_a": [[0.81, -4.22, -1.24], [0.30, -0.05, 0.22], [-1.18, 0.62, -0.06], [-0.76, 4.36, 1.05], [-0.61, 2.28, -0.73], [1.42, -3.63, 0.88], [0.01, 0.64, -0.11]],
  "mulliken_charge": [-0.6599, 0.3321, 0.3411, 0.3119, 0.8587, -0.7746, -0.4094],
  "relative_energy_kj_mol": 100.6,
  "gap_ev": 10.51,
  "homo_ha": -0.3619
}

=====

[6]
{
  "formula": "H3N3O2",
  "method": "wB97M-V/def2-TZVPD",
  "symbols": ["H", "N", "H", "O", "N", "H", "N", "O"],
  "coordinates": [[0.35962, -2.11549, -0.43841], [1.15348, 0.82230, -0.04637], [1.70655, 0.52016, 0.73870], [0.42611, -1.35023, 0.08064], [0.42931, -0.13482, -0.65161], [0.69970, 1.67951, 0.18918], [-2.06789, 0.76553, -0.03709], [-2.70688, -0.18696, 0.16496]],
  "forces_ev_per_a": [[-0.30, -1.05, -2.09], [0.89, -1.33, 0.71], [0.24, -0.41, 0.26], [1.10, 3.08, 2.74], [-1.02, -0.77, -1.28], [-0.87, 0.44, -0.35], [-1.31, -1.83, 0.41], [1.26, 1.86, -0.40]],
  "mulliken_charge": [0.3555, -0.2491, 0.2519, -0.4024, -0.1936, 0.2550, 0.1802, -0.1974],
  "relative_energy_kj_mol": 164.1,
  "gap_ev": [8.72, 8.31],
  "homo_ha": [-0.2967, -0.3094]
}

=====

[7]
{
  "formula": "H3N3O2",
  "method": "wB97M-V/def2-TZVPD",
  "symbols": ["N", "H", "O", "N", "H", "H", "O", "N"],
  "coordinates": [[-1.12716, 0.28753, 0.00676], [0.65182, 1.36649, 1.27806], [-1.47372, -0.43568, -0.92416], [1.14410, -0.60869, -0.13254], [1.44196, -0.10935, -0.97612], [1.00845, -1.63919, -0.30827], [-1.79207, 1.10711, 0.57194], [0.14662, 0.03177, 0.48433]],
  "forces_ev_per_a": [[0.26, -0.81, -1.74], [-1.90, -4.14, -2.44], [0.10, 0.32, 0.42], [0.16, -0.80, -1.78], [-0.10, -0.57, 0.07], [-0.12, 1.65, 0.55], [-0.04, 0.39, 0.37], [1.64, 3.96, 4.55]],
  "mulliken_charge": [1.1687, 0.3252, -0.5938, -0.3100, 0.2416, 0.2849, -0.5987, -0.5179],
  "relative_energy_kj_mol": 299.3,
  "gap_ev": 9.36,
  "homo_ha": -0.3796
}

=====

[8]
{
  "formula": "H3N3O2",
  "method": "wB97M-V/def2-TZVPD",
  "symbols": ["O", "H", "N", "H", "H", "O", "N", "N"],
  "coordinates": [[-0.55996, 0.78267, -0.65597], [-1.51011, -0.87148, 0.30184], [1.19824, 0.66172, 1.13401], [-0.43446, -2.31334, -0.33697], [0.09729, 1.54858, -0.95342], [1.44994, 1.73863, 0.79824], [0.30681, -0.25311, -0.28260], [-0.54774, -1.29366, -0.00513]],
  "forces_ev_per_a": [[1.95, 2.64, -1.42], [2.22, -1.85, -0.84], [-0.27, -0.71, -0.19], [0.07, 2.98, 0.51], [-2.10, -2.36, 0.93], [-0.58, -0.95, -0.22], [0.46, -0.34, -0.28], [-1.75, 0.59, 1.51]],
  "mulliken_charge": [-0.4566, 0.2642, 0.3168, 0.2523, 0.3663, -0.2801, -0.0871, -0.3757],
  "relative_energy_kj_mol": 218.7,
  "gap_ev": [7.56, 7.67],
  "homo_ha": [-0.2794, -0.2788]
}